Entry P
This record from the OMol25 dataset describes the molecule C5H7Cl. The level of theory is ωB97M-V/def2-TZVPD.

```
13
Properties=species:S:1:pos:R:3
H 0.00 -2.15 0.67
H 2.89 1.59 0.14
C -0.15 -1.58 -0.24
H -1.52 0.04 1.62
H -1.13 -1.83 -0.65
H 0.62 -1.87 -0.95
C 2.02 1.31 -0.42
H 1.96 1.71 -1.43
C 1.09 0.52 -0.01
C -0.09 -0.10 0.04
Cl -3.08 0.29 -0.16
C -1.36 0.50 0.64
H -1.26 1.58 0.74
```

Computed properties:
- HOMO: -9.5 eV
- Structure (SMILES): C=C=C(C)CCl
- Charge: 0

Entry Q
This record from the OMol25 dataset describes the molecule C5H7Cl. The level of theory is ωB97M-V/def2-TZVPD.

```
13
Properties=species:S:1:pos:R:3
H -2.57 0.25 -1.18
C 1.43 -0.28 0.85
H 2.85 -1.94 0.82
H 1.55 -0.15 2.10
Cl 0.28 -0.31 -1.90
H -0.34 0.90 1.26
C -0.68 0.36 -0.56
C 2.09 -1.30 0.23
C 0.17 0.30 0.47
H -2.38 0.74 0.63
H -2.11 1.87 -1.21
C -2.06 0.89 -0.61
H 1.77 -1.34 -0.91
```

Computed properties:
- HOMO: -8.6 eV
- Structure (SMILES): C=C/C=C(/C)Cl
- Charge: 0

Q: Which of them is the least stable? A: entry Q.

Entry P
This record from the OMol25 dataset describes a structure of composition C6H11N. The level of theory is ωB97M-V/def2-TZVPD.

```
18
Properties=species:S:1:pos:R:3
H 1.18 -2.74 0.11
C -1.17 1.28 -0.84
H -0.61 0.83 1.53
H 2.54 -0.95 1.24
H -2.42 2.31 0.60
C -0.09 -1.10 0.58
C -0.25 0.39 0.61
H 2.61 -0.18 -0.10
C -2.30 1.88 -0.39
H 1.14 -1.53 -1.20
C 1.15 -1.68 -0.12
C 0.26 1.13 -0.46
N 2.48 -1.14 0.24
H -0.08 -1.53 1.59
H -0.98 -1.58 0.14
H -1.35 0.74 -1.77
H -3.07 1.93 -1.14
H 0.96 1.94 -0.63
```

Computed properties:
- HOMO (spin up / spin down): -13.4 / -13.4 eV
- 2S+1: 2
- Charge: +1

Entry Q
This record from the OMol25 dataset describes the ion C6H11N with charge +1. The level of theory is ωB97M-V/def2-TZVPD.

```
18
Properties=species:S:1:pos:R:3
C 0.24 0.06 0.15
C 0.95 0.74 1.18
C 0.32 0.68 -1.15
H -2.36 -0.96 1.21
H -2.18 -2.59 0.31
C -0.34 -1.39 0.35
H -1.53 1.53 -1.53
H 2.74 1.50 1.71
C -1.83 -1.51 0.31
H 0.14 -1.92 -0.44
N 2.25 1.22 0.94
C -0.58 1.25 -1.96
H 0.04 -1.61 1.37
H -2.06 -0.97 -0.65
H -0.35 1.57 -2.94
H 2.76 0.68 0.30
H 0.40 0.85 2.14
H 1.38 0.88 -1.31
```

Computed properties:
- HOMO (spin up / spin down): -13.2 / -14.6 eV
- 2S+1: 2
- Charge: +1

Q: Which of them is the least stable? A: entry P.

Entry P
This record from the OMol25 dataset describes the molecule C2H3P. The level of theory is ωB97M-V/def2-TZVPD.

```
6
Properties=species:S:1:pos:R:3
H -0.41 -1.58 -0.38
H -1.48 0.03 -1.32
C 0.17 0.26 0.63
H 2.15 0.75 1.52
P -1.28 -0.53 0.11
C 1.22 0.45 1.15
```

Computed properties:
- HOMO: -9.5 eV
- Structure (SMILES): C#CP
- Charge: 0

Entry Q
This record from the OMol25 dataset describes a cluster of 2 separate species, C2H3P in total. The level of theory is ωB97M-V/def2-TZVPD.

```
6
Properties=species:S:1:pos:R:3
C -0.11 0.82 -0.26
H -0.90 -1.69 1.03
C 0.47 1.85 -0.09
H 0.49 -2.05 -0.37
P -0.86 -1.72 -0.36
H 0.92 2.79 0.06
```

Computed properties:
- HOMO: -9.9 eV
- Charge: 0

Q: Which of them is the least stable? A: entry Q.

Entry P
This record from the OMol25 dataset describes a cluster of 2 separate species, CH6NOP in total. The level of theory is ωB97M-V/def2-TZVPD.

```
10
Properties=species:S:1:pos:R:3
P 0.09 1.08 0.96
H -1.20 -0.53 -0.82
H -0.48 -2.22 -0.99
H 0.16 -0.74 -1.82
N 0.64 -0.47 0.63
O 1.08 1.81 1.71
H -1.05 1.01 1.60
C -0.43 -1.12 -1.02
H -0.36 1.55 -0.41
H 1.55 -0.37 0.16
```

Computed properties:
- HOMO: -10.3 eV
- Charge: 0

Entry Q
This record from the OMol25 dataset describes the molecule CH6NOP. The level of theory is ωB97M-V/def2-TZVPD.

```
10
Properties=species:S:1:pos:R:3
O 2.50 -1.20 1.18
P 1.69 -0.37 0.29
C -0.96 0.31 0.18
H 1.61 -0.48 -1.41
N 0.13 -0.64 0.63
H 2.19 0.98 0.29
H -0.86 0.32 -0.87
H -1.89 -0.07 0.25
H -0.03 -1.50 1.09
H -0.76 1.28 0.61
```

Computed properties:
- HOMO: -9.8 eV
- Structure (SMILES): CN[PH2]=O
- Charge: 0

Q: Which of them is the least stable? A: entry P.

Entry P
This record from the OMol25 dataset describes the molecule C2H5N. The level of theory is ωB97M-V/def2-TZVPD.

```
8
Properties=species:S:1:pos:R:3
H -1.66 0.55 -0.28
C 0.62 -0.79 0.06
H 0.77 -1.43 0.93
H -0.84 2.16 0.09
C -0.74 1.08 -0.04
N 0.42 0.63 0.21
H 1.57 -0.86 -0.48
H -0.16 -1.33 -0.50
```

Computed properties:
- HOMO: -9.9 eV
- Structure (SMILES): C=NC
- Charge: 0

Entry Q
This record from the OMol25 dataset describes the molecule C2H5N. The level of theory is ωB97M-V/def2-TZVPD.

```
8
Properties=species:S:1:pos:R:3
H 0.36 0.13 1.58
H 0.11 0.64 -1.63
H -0.25 -1.56 0.24
C 0.35 0.06 -0.69
H 1.35 -0.27 -0.59
H -0.96 1.28 0.61
N -0.72 -0.69 -0.19
C -0.25 0.40 0.68
```

Computed properties:
- HOMO: -9.7 eV
- Structure (SMILES): C1CN1
- Charge: 0

Entry R
This record from the OMol25 dataset describes the molecule C2H5N. The level of theory is ωB97M-V/def2-TZVPD.

```
8
Properties=species:S:1:pos:R:3
H -1.15 -0.70 -0.82
H -1.14 0.55 0.88
N -0.34 -0.13 -0.97
C 0.63 -0.42 0.07
H 1.70 -0.34 -0.16
C -0.28 0.70 0.21
H 0.18 1.63 0.10
H 0.42 -1.29 0.68
```

Computed properties:
- HOMO: -9.7 eV
- Structure (SMILES): C1CN1
- Charge: 0

Q: Which of them is the least stable? A: entry Q.

Entry P
This record from the OMol25 dataset describes the molecule C3H4F2. The level of theory is ωB97M-V/def2-TZVPD.

```
9
Properties=species:S:1:pos:R:3
H -0.98 -1.14 -0.76
H 1.76 -0.23 0.14
C 0.63 -0.22 0.17
H -0.07 0.04 -1.90
H 0.14 1.72 0.33
C -0.25 0.81 0.32
F 0.22 -1.29 0.98
C -0.49 -0.14 -0.84
F -0.96 0.44 1.56
```

Computed properties:
- HOMO: -10.7 eV
- Structure (SMILES): F[C@@H]1C[C@@H]1F
- Charge: 0

Entry Q
This record from the OMol25 dataset describes the molecule C3H4F2. The level of theory is ωB97M-V/def2-TZVPD.

```
9
Properties=species:S:1:pos:R:3
C 1.11 -0.22 -0.08
H 0.80 -1.26 -0.28
F -2.46 0.45 -0.09
H 1.76 0.17 -0.90
H -1.47 -1.18 0.32
C -0.12 0.56 0.04
H 1.70 -0.20 0.90
C -1.29 -0.17 0.06
F -0.03 1.84 0.02
```

Computed properties:
- HOMO: -9.0 eV
- Structure (SMILES): C/C(F)=C/F
- Charge: 0

Q: Which of them is the least stable? A: entry P.

Entry P
This record from the OMol25 dataset describes the molecule C10H11NO2. The level of theory is ωB97M-V/def2-TZVPD.

```
24
Properties=species:S:1:pos:R:3
H -1.11 0.24 1.39
C -1.25 -0.38 -3.09
C -0.68 0.84 -2.86
H -0.88 1.89 1.36
C -1.11 -1.23 -2.06
O 0.77 0.89 0.37
H 1.23 -0.63 0.96
C 0.24 0.37 -0.66
C -0.12 -2.12 0.10
O 1.43 -1.32 1.57
C -0.18 2.38 3.13
H -0.54 1.61 -3.69
C 0.00 1.23 -1.82
C 0.57 1.29 2.61
H -1.05 2.99 2.72
H -1.48 -0.75 -4.06
H -1.44 -2.26 -2.40
C -0.19 0.97 1.43
H 0.03 2.44 4.11
N 0.70 -2.40 0.98
H -0.68 -3.18 -0.11
H 1.40 0.51 2.93
H -0.09 2.49 -1.59
C -0.25 -0.87 -0.77
```

Computed properties:
- HOMO: -9.1 eV
- Structure (SMILES): C=CCOc1ccccc1/C=N\O
- Charge: 0

Entry Q
This record from the OMol25 dataset describes a cluster of 2 separate species, C10H11NO2 in total. The level of theory is ωB97M-V/def2-TZVPD.

```
24
Properties=species:S:1:pos:R:3
H 0.19 2.68 -2.33
H 1.23 1.92 0.52
H -2.46 -1.00 -1.06
C 1.88 -0.71 2.56
C 1.19 -0.83 -2.12
H -2.97 0.66 -1.09
C -2.42 -0.01 -0.47
H 0.76 -2.54 2.60
C -0.11 0.10 0.55
C 1.82 0.55 1.89
N -0.92 1.44 -1.39
H 2.64 1.24 2.27
O 0.31 2.07 -1.54
O -1.81 1.91 -2.18
C -0.23 -1.09 1.25
H 2.14 -0.43 -1.86
C 0.78 -1.56 2.20
H -0.91 -1.52 -2.66
H -0.99 -1.83 1.15
H 2.81 -0.94 3.20
H -2.82 -0.40 0.47
C -0.03 -1.10 -2.34
C -1.05 0.45 -0.52
C 0.97 0.93 0.89
```

Computed properties:
- HOMO (spin up / spin down): -8.2 / -8.2 eV
- Structure (SMILES): C/C(c1ccccc1)=[N+](\[O-])O.C#C
- Charge: 0

Entry R
This record from the OMol25 dataset describes the molecule C10H11NO2. The level of theory is ωB97M-V/def2-TZVPD.

```
24
Properties=species:S:1:pos:R:3
H -1.13 -1.10 2.62
N 0.41 1.38 1.86
C 0.25 -0.63 -0.52
H -1.53 -1.19 -3.34
H 2.24 -0.52 0.59
H -3.29 -1.79 -1.71
C 1.47 0.11 0.06
C -0.04 -0.51 -1.88
H 0.40 2.81 -0.91
C 1.21 2.70 -0.07
C 0.93 1.44 0.69
H 1.46 -1.54 1.84
C -1.34 -0.98 -2.26
H 2.02 0.40 -0.83
H 0.72 -0.19 -2.67
O 0.78 -1.50 2.44
H 1.26 3.63 0.51
C -0.37 -1.24 1.79
H 2.21 2.64 -0.69
H -2.74 -1.83 0.62
C -2.22 -1.46 -1.34
C -0.69 -1.13 0.44
O -0.04 2.09 2.75
C -1.96 -1.59 0.01
```

Computed properties:
- HOMO (spin up / spin down): -9.0 / -6.6 eV
- Charge: 0

Q: Which of them is the least stable? A: entry P.

Entry P
This record from the OMol25 dataset describes a cluster of 3 separate species, C3H4INS in total. The level of theory is ωB97M-V/def2-TZVPD.

```
10
Properties=species:S:1:pos:R:3
C -0.29 -0.67 0.87
N -1.51 -1.05 0.29
H -2.38 1.97 -1.98
H 0.80 1.24 1.37
C -2.12 -0.01 -0.02
S -1.28 1.54 0.27
I -4.18 -0.04 -0.03
H 0.46 -1.34 1.13
H -2.52 1.88 -2.80
C -0.09 0.60 1.01
```

Computed properties:
- HOMO: -9.1 eV
- Charge: 0

Entry Q
This record from the OMol25 dataset describes the molecule C3H4INS. The level of theory is ωB97M-V/def2-TZVPD.

```
10
Properties=species:S:1:pos:R:3
S -0.82 -1.56 -0.08
C 0.85 -0.79 -0.16
C 0.69 0.78 0.16
I -3.75 0.27 -0.11
N -0.55 1.30 -0.15
H 1.03 0.98 1.32
H 1.41 -1.28 0.60
H 1.55 1.41 -0.30
C -1.62 0.00 -0.08
H 1.21 -1.10 -1.20
```

Computed properties:
- HOMO (spin up / spin down): -7.9 / -8.6 eV
- Structure (SMILES): IC1=NCCS1
- Charge: 0

Q: Which of them is the least stable? A: entry Q.